Record 1
ORCA calculation (the ωB97M-V functional and the def2-TZVPD basis) on the molecule C20H26N2O5.

XYZ file:
```
53
Properties=species:S:1:pos:R:3:mulliken_charge:R:1
C 2.5012 3.7229 -1.5803 -1.476
H 3.1634 2.9882 -2.0303 0.302
H 3.0875 4.5848 -1.2719 0.415
H 1.7835 4.0425 -2.3316 0.384
C 1.7856 3.1208 -0.3760 0.324
C 2.7657 2.8134 0.7540 -1.400
H 2.2528 2.3392 1.5882 0.239
H 3.5559 2.1544 0.4012 0.278
H 3.2207 3.7341 1.1108 0.535
H 1.0384 3.8345 -0.0083 0.390
C 1.0139 1.8545 -0.7971 0.079
H 0.4359 2.0676 -1.7044 0.644
C 1.9632 0.6891 -1.1046 0.020
O 2.6067 0.6481 -2.1310 -0.712
N 2.0152 -0.2471 -0.1434 -0.034
H 1.4664 -0.1123 0.6913 0.291
C 2.8399 -1.4325 -0.2203 -0.154
H 3.3233 -1.3871 -1.1986 0.576
C 1.9884 -2.7034 -0.0606 -0.406
C 2.1103 -3.0607 1.4178 -0.586
C 3.5785 -2.7650 1.7113 -0.658
H 3.7818 -2.6598 2.7757 0.398
H 4.1956 -3.5768 1.3249 0.282
C 3.8628 -1.4736 0.9365 -0.848
H 4.8857 -1.4407 0.5672 0.330
H 3.7143 -0.6040 1.5784 0.243
H 1.8418 -4.0957 1.6219 0.443
H 1.4683 -2.4155 2.0209 0.202
H 0.9604 -2.5370 -0.3792 -0.129
H 2.4096 -3.5042 -0.6682 0.380
O 0.0994 1.4802 0.2461 -0.271
C -1.2087 1.5813 -0.0041 0.628
O -1.6911 1.9618 -1.0320 -0.600
C -2.0096 1.1348 1.2121 -1.042
N -3.2664 0.5458 0.8111 0.209
C -4.4160 1.1388 1.2318 0.703
O -4.4262 2.0971 1.9744 -0.663
C -5.6916 0.4524 0.7728 -0.425
O -5.6271 -0.1308 -0.5072 -0.492
C -4.4771 -0.8130 -0.7748 0.295
C -4.5030 -1.7936 -1.7553 -0.736
C -3.3545 -2.4997 -2.0631 -0.606
C -2.1799 -2.2373 -1.3815 -0.771
C -2.1419 -1.2495 -0.4125 0.081
C -3.2820 -0.5165 -0.1096 0.443
H -1.2136 -1.0473 0.0975 0.484
H -1.2839 -2.7929 -1.6121 0.337
H -3.3801 -3.2572 -2.8304 0.393
H -5.4329 -1.9781 -2.2684 0.447
H -5.9443 -0.3140 1.5263 0.219
H -6.4981 1.1879 0.7447 0.329
H -1.4222 0.4513 1.8318 0.304
H -2.2659 2.0199 1.8081 0.385
```

For the strongest force on any atom, the calculation gives 0.82 eV/Å. Its multiplicity is 1. As for the HOMO-LUMO gap: 9.01 eV. The charge is 0. The value obtained for the energy relative to the best compared isomer or geometry (same formula, charge and spin) is 14.2 kcal per mole. The structure (SMILES) is CC(C)[C@H](OC(=O)CN1C(=O)COc2ccccc21)C(=O)NC1CCCC1. The calculation puts the highest occupied orbital energy at -8.5 eV.

***

Record 2
ORCA calculation (the ωB97M-V functional and the def2-TZVPD basis) on the molecule C7H11F.

XYZ file:
```
19
Properties=species:S:1:pos:R:3:mulliken_charge:R:1
C 2.0418 -0.3960 0.1747 -1.030
C 0.5671 -0.4861 -0.1609 0.728
C 0.1102 -1.9567 -0.1658 -1.005
C -0.1133 0.6433 -0.1811 0.462
C 0.4497 2.1002 0.1003 -1.327
C -1.6193 0.5995 -0.3772 -0.613
C -2.4787 -0.1593 0.3414 -0.255
H 2.1782 -0.8781 1.1732 0.232
H 2.4268 0.7917 0.0139 0.180
H 2.7257 -0.9998 -0.5830 0.295
H -1.0703 -1.8569 -0.3677 0.283
H 0.6816 -2.4839 -1.0685 0.310
H 0.3067 -2.5695 0.7688 0.272
H 0.3183 2.6833 -0.8509 0.313
H -0.1060 2.6321 0.8659 0.313
H 1.5221 2.1171 0.2037 0.342
H -2.0268 1.1011 -1.1947 0.399
H -2.1752 -0.7046 1.3033 0.368
F -3.7388 -0.1772 0.0048 -0.267
```

For the strongest force on any atom, the calculation gives 4.09 eV/Å. Its multiplicity is 1. As for the HOMO-LUMO gap: 9.75 eV. The charge is 0. The value obtained for the energy relative to the best compared isomer or geometry (same formula, charge and spin) is 54.8 kcal per mole. The structure (SMILES) is CC(C)=C(C)/C=C/F. The calculation puts the highest occupied orbital energy at -8.8 eV.

***

Record 3
ORCA calculation (the ωB97M-V functional and the def2-TZVPD basis) on the molecule C12H13FN2.

XYZ file:
```
28
Properties=species:S:1:pos:R:3:lowdin_spin:R:1
C -1.6946 -3.0439 0.4134 0.028
C -0.7076 -3.9054 0.0736 0.007
C -1.5441 -1.6818 0.4822 0.006
C 0.5146 -3.3450 -0.3283 0.030
C -0.3892 -1.1039 0.0221 0.035
C 0.1497 0.2602 -0.2140 0.142
C 0.6058 -1.9873 -0.4609 0.039
C 1.7559 -0.0628 -1.0298 1.220
C 1.0208 0.8176 0.9962 0.096
C 0.7862 2.2843 0.9548 0.010
C -0.4449 2.6161 0.0603 0.002
C -0.1878 3.2322 -1.3692 0.002
N 1.7510 -1.3802 -1.0505 0.290
N -1.1421 1.3686 -0.1046 0.014
F -1.7505 1.1074 1.1417 0.008
H -2.7417 -3.3252 0.5899 0.002
H -0.7668 -5.0251 0.0999 0.000
H -2.3455 -0.9960 0.8494 0.000
H 1.2884 -3.9115 -0.6685 0.001
H 0.8219 0.3898 1.9677 0.005
H 1.9426 0.4473 0.6106 0.042
H 0.6811 2.6972 1.9788 0.002
H 1.6448 2.9003 0.5788 0.001
H -1.2133 3.3386 0.5600 0.001
H 0.2311 2.4224 -1.9341 0.004
H 0.3746 4.2046 -1.3332 0.000
H -1.2560 3.5531 -1.6993 0.000
H 2.6156 -1.8717 -1.1872 0.013
```

For the strongest force on any atom, the calculation gives 4.95 eV/Å. Its multiplicity is 3. As for the HOMO-LUMO gap (alpha / beta): 6.84 / 6.81 eV. The charge is 0. The calculation puts the highest occupied orbital energy (alpha / beta) at -5.9 / -8.8 eV.

***

no.,electronic energy (eV)
1,-34381.18166
2,-10152.02727
3,-18342.64394